# 1
Density functional theory data (wB97M-V/def2-TZVPD) for a 2-piece molecular cluster, C4H11N3O2 overall in a non-equilibrium geometry.

Values from the calculation:
Multiplicity: 2
E_LUMO (spin up / spin down) (Eh): -0.1270 / -0.2844
HOMO (spin up / spin down) (eV): -13.8 / -13.8
Charge: +1
Gap between HOMO and LUMO (spin up / spin down) (eV): 10.31 / 6.02
ΔE to the lowest compared entry with this formula, charge and spin (kJ/mol): 215.9

Last column: natural (NBO) charge in e.
Element x y z (Å)
C: -2.168 0.667 -1.849  -0.750
C: -0.894 1.434 -2.055  0.795
O: -1.000 2.745 -1.564  -0.728
O: 0.103 1.106 -2.597  -0.529
H: -2.073 -0.303 -1.366  0.221
H: -2.745 0.489 -2.756  0.275
H: -2.790 1.225 -1.161  0.237
C: 0.847 -1.777 -0.182  -0.443
C: 1.188 -0.267 1.752  0.559
N: 1.620 0.748 1.088  -0.358
N: 0.541 -1.279 1.125  -0.471
N: 1.260 -0.317 3.079  -0.726
H: 1.821 0.919 0.109  0.422
H: -0.928 2.748 -0.603  0.483
H: -0.343 -1.553 1.528  0.426
H: 1.769 0.392 3.597  0.447
H: 0.881 -1.144 3.510  0.425
H: 1.717 -1.339 -0.635  0.237
H: 0.061 -1.712 -0.932  0.241
H: 1.134 -2.783 -0.086  0.240



# 2
Density functional theory data (wB97M-V/def2-TZVPD) for a 2-piece molecular cluster, C4H11N3O2 overall in a non-equilibrium geometry.

Values from the calculation:
Multiplicity: 2
E_LUMO (spin up / spin down) (Eh): -0.1350 / -0.2952
HOMO (spin up / spin down) (eV): -13.7 / -13.7
Charge: +1
Gap between HOMO and LUMO (spin up / spin down) (eV): 10.06 / 5.68
ΔE to the lowest compared entry with this formula, charge and spin (kJ/mol): 223.9

Last column: natural (NBO) charge in e.
Element x y z (Å)
C: -1.777 0.055 -3.391  -0.737
C: -1.136 0.152 -2.078  0.805
O: -0.772 -0.955 -1.511  -0.647
O: -0.747 1.286 -1.588  -0.700
H: -1.255 0.456 -4.306  0.280
H: -2.734 0.510 -3.304  0.261
H: -1.992 -1.070 -3.621  0.242
C: 0.301 -1.723 1.790  -0.488
C: 1.050 0.555 1.517  0.612
N: 0.654 -0.636 1.041  -0.219
N: 1.438 0.813 2.820  -0.719
N: 1.342 1.585 0.602  -0.700
H: -0.208 -0.559 -0.661  0.493
H: -0.385 -1.494 2.571  0.229
H: 1.132 -2.303 2.073  0.285
H: 2.094 1.583 2.960  0.433
H: 1.469 0.198 3.618  0.435
H: 1.018 2.475 0.854  0.414
H: 0.836 1.355 -0.276  0.445
H: -0.328 -2.284 0.892  0.276



# 3
Density functional theory data (wB97M-V/def2-TZVPD) for a 2-piece molecular cluster, C4H11N3O2 overall in a non-equilibrium geometry.

Values from the calculation:
Multiplicity: 2
E_LUMO (spin up / spin down) (Eh): -0.1288 / -0.2836
HOMO (spin up / spin down) (eV): -13.3 / -13.3
Charge: +1
Gap between HOMO and LUMO (spin up / spin down) (eV): 9.75 / 5.54
ΔE to the lowest compared entry with this formula, charge and spin (kJ/mol): 179.2

Last column: natural (NBO) charge in e.
Element x y z (Å)
C: 1.559 0.902 -2.080  -0.504
C: 1.038 2.068 -0.025  0.596
N: 1.173 0.935 -0.731  -0.196
N: 1.571 3.274 -0.358  -0.743
N: 0.482 1.973 1.163  -0.651
H: -2.293 -1.252 1.870  0.480
H: 2.429 0.255 -2.207  0.293
H: 1.518 1.827 -2.656  0.205
H: 1.910 3.373 -1.291  0.418
H: 0.991 4.041 -0.076  0.415
H: 0.446 2.840 1.679  0.425
H: 0.065 1.117 1.489  0.447
H: 0.772 0.262 -2.528  0.292
C: -0.639 -1.516 -0.205  -0.734
C: -1.447 -2.526 0.548  0.781
O: -2.480 -1.986 1.300  -0.715
O: -1.379 -3.707 0.490  -0.497
H: -0.949 -0.491 -0.018  0.190
H: -0.723 -1.628 -1.284  0.254
H: 0.415 -1.609 0.050  0.245



# 4
Density functional theory data (wB97M-V/def2-TZVPD) for a 2-piece molecular cluster, C4H11N3O2 overall in a non-equilibrium geometry.

Values from the calculation:
Multiplicity: 2
E_LUMO (spin up / spin down) (Eh): -0.1392 / -0.2919
HOMO (spin up / spin down) (eV): -13.8 / -13.8
Charge: +1
Gap between HOMO and LUMO (spin up / spin down) (eV): 10.02 / 5.86
ΔE to the lowest compared entry with this formula, charge and spin (kJ/mol): 350.2

Last column: natural (NBO) charge in e.
Element x y z (Å)
C: -1.219 -0.760 -0.788  -0.480
C: -0.315 0.907 -2.387  0.560
N: -0.966 1.779 -1.549  -0.715
N: -0.395 -0.416 -1.966  -0.476
N: 0.531 1.443 -3.241  -0.329
H: -1.793 1.653 -1.167  0.402
H: -1.023 2.769 -1.884  0.431
H: 0.281 -1.175 -2.223  0.445
H: 1.438 1.030 -3.457  0.387
H: 1.407 -1.275 0.252  0.481
H: -0.983 -1.836 -0.418  0.267
H: -2.292 -0.498 -1.039  0.232
H: -0.885 -0.188 0.140  0.269
C: 0.721 -0.024 3.276  -0.727
C: 1.313 -1.241 2.460  0.835
O: 1.382 -2.321 2.811  -0.483
O: 1.120 -0.757 1.066  -0.829
H: -0.310 -0.054 3.002  0.241
H: 0.884 0.879 2.784  0.230
H: 1.102 0.084 4.329  0.259



# 5
Density functional theory data (wB97M-V/def2-TZVPD) for the molecule C4H11N3O5 in a non-equilibrium geometry.

Values from the calculation:
E_LUMO (Eh): 0.0185
HOMO (eV): -9.5
Structure (SMILES): CCO[C@@](O)(OC)N(N)[N+](=O)[O-]
Charge: 0
Gap between HOMO and LUMO (eV): 9.99
ΔE to the lowest compared entry with this formula, charge and spin (kJ/mol): 143.9

Last column: natural (NBO) charge in e.
Element x y z (Å)
C: -2.824 1.393 0.275  -0.615
C: -1.628 0.703 0.982  -0.083
O: -0.585 0.859 0.068  -0.532
C: 0.525 0.129 0.280  0.896
O: 1.521 1.041 0.841  -0.733
O: 0.271 -0.882 1.140  -0.512
C: 1.347 -1.838 1.260  -0.265
N: 1.056 -0.344 -1.024  -0.206
N: 2.303 -0.004 -1.527  -0.635
N: 0.160 -0.932 -1.909  0.639
O: -0.826 -1.462 -1.447  -0.394
O: 0.396 -0.776 -3.100  -0.407
H: -2.500 2.141 -0.307  0.209
H: -3.255 0.781 -0.528  0.207
H: -3.622 1.598 0.961  0.207
H: -1.961 -0.337 1.067  0.213
H: -1.535 1.336 1.907  0.182
H: 1.455 1.841 0.311  0.481
H: 1.466 -2.073 2.262  0.201
H: 2.355 -1.556 0.729  0.192
H: 1.042 -2.703 0.595  0.198
H: 2.143 0.737 -2.243  0.364
H: 2.694 0.347 -0.590  0.393



# 6
Density functional theory data (wB97M-V/def2-TZVPD) for a 3-piece molecular cluster, C4H11N3O5 overall in a non-equilibrium geometry.

Values from the calculation:
Multiplicity: 3
E_LUMO (spin up / spin down) (Eh): 0.0281 / -0.0928
HOMO (spin up / spin down) (eV): -7.2 / -9.7
Charge: 0
Gap between HOMO and LUMO (spin up / spin down) (eV): 7.94 / 7.21

Last column: natural (NBO) charge in e.
Element x y z (Å)
C: -0.261 3.358 0.974  -0.674
C: -2.369 -0.423 1.153  -0.283
C: 0.136 2.548 -0.184  -0.090
C: -0.230 0.362 0.612  0.990
N: 3.237 -2.063 -2.212  -1.094
N: 0.963 -3.371 -0.194  0.124
N: -0.171 -3.051 -0.397  0.350
O: -1.107 -2.410 -0.673  -0.277
O: -0.017 -4.399 0.140  -0.188
O: 0.168 -0.717 0.952  -0.656
O: -1.534 0.689 0.720  -0.528
O: 0.572 1.228 0.083  -0.481
H: -1.364 3.662 1.133  0.229
H: -0.048 2.801 1.889  0.231
H: 0.240 4.362 1.128  0.229
H: -2.061 -1.289 0.664  0.223
H: -3.389 -0.069 1.034  0.204
H: -2.020 -0.843 2.139  0.199
H: 1.059 2.973 -0.704  0.208
H: -0.702 2.523 -1.047  0.192
H: 2.839 -1.194 -1.771  0.371
H: 2.558 -2.928 -2.321  0.372
H: 3.503 -1.752 -3.118  0.351



# 7
Density functional theory data (wB97M-V/def2-TZVPD) for the molecule C4H11N3OS in a non-equilibrium geometry.

Values from the calculation:
E_LUMO (Eh): 0.0147
HOMO (eV): -9.0
Charge: 0
Gap between HOMO and LUMO (eV): 9.42
ΔE to the lowest compared entry with this formula, charge and spin (kJ/mol): 0.0

Last column: natural (NBO) charge in e.
Element x y z (Å)
C: -0.061 0.309 -0.045  0.759
C: 3.250 -0.215 0.910  -0.611
C: -2.970 0.360 -1.388  -0.811
C: 2.385 0.306 -0.234  -0.223
N: -1.093 0.983 0.564  -0.922
N: -2.785 -1.411 0.737  -0.947
N: 1.141 0.869 0.229  -0.613
O: -0.193 -0.694 -0.732  -0.709
S: -2.595 0.606 0.381  1.164
H: 2.702 -0.955 1.491  0.211
H: 4.149 -0.679 0.512  0.212
H: 3.544 0.599 1.571  0.198
H: -3.061 1.339 -1.849  0.231
H: -3.906 -0.182 -1.426  0.246
H: -2.171 -0.212 -1.844  0.270
H: 2.937 1.065 -0.802  0.184
H: 2.116 -0.514 -0.907  0.232
H: -1.960 -1.756 0.247  0.378
H: -2.592 -1.477 1.731  0.351
H: 1.164 1.660 0.853  0.401



# 8
Density functional theory data (wB97M-V/def2-TZVPD) for a 2-piece molecular cluster, C4H11N3OS2 overall.

Values from the calculation:
E_LUMO (Eh): 0.0245
HOMO (eV): -8.1
Structure (SMILES): CNN(C)/C=N\S.O=CS
Charge: 0
Gap between HOMO and LUMO (eV): 8.79
ΔE to the lowest compared entry with this formula, charge and spin (kJ/mol): 0.0

Last column: natural (NBO) charge in e.
Element x y z (Å)
C: 2.192 -1.063 2.619  -0.434
N: 1.164 -1.405 1.642  -0.461
N: 0.530 -0.294 1.066  -0.307
C: -0.712 0.045 1.741  -0.402
C: 1.243 0.718 0.452  0.249
N: 2.319 0.701 -0.238  -0.623
S: 3.101 -0.780 -0.596  0.107
H: 2.984 -0.413 2.226  0.189
H: 2.644 -1.995 2.971  0.211
H: 1.721 -0.572 3.477  0.192
H: 1.508 -2.024 0.918  0.369
H: -0.553 0.310 2.794  0.183
H: -1.188 0.888 1.232  0.207
H: -1.383 -0.816 1.696  0.212
H: 0.771 1.700 0.538  0.183
H: 4.021 -0.224 -1.394  0.123
O: -2.161 1.940 -1.753  -0.523
C: -3.294 1.566 -1.624  0.262
S: -3.800 -0.133 -1.509  -0.025
H: -4.161 2.246 -1.561  0.138
H: -2.556 -0.621 -1.618  0.150



# 9
Density functional theory data (wB97M-V/def2-TZVPD) for the molecule C4H11N3S in a non-equilibrium geometry.

Values from the calculation:
E_LUMO (Eh): 0.0263
HOMO (eV): -9.1
Structure (SMILES): CNS(=N)(=N)C1CC1
Charge: 0
Gap between HOMO and LUMO (eV): 9.79
ΔE to the lowest compared entry with this formula, charge and spin (kJ/mol): 539.3

Last column: natural (NBO) charge in e.
Element x y z (Å)
C: -2.490 0.552 -0.167  -0.451
N: -1.485 0.104 0.755  -0.777
S: -0.146 -1.053 -0.074  1.856
N: 0.002 -0.972 -1.635  -1.113
N: -0.202 -2.396 0.629  -1.177
C: 1.338 -0.432 0.685  -0.462
C: 2.455 0.196 -0.218  -0.390
C: 1.710 1.004 0.752  -0.407
H: -2.791 1.683 -0.143  0.199
H: -2.242 0.408 -1.246  0.216
H: -3.411 -0.099 0.123  0.188
H: -1.751 -0.666 1.363  0.377
H: -0.745 -1.471 -2.046  0.362
H: -0.725 -3.102 0.176  0.377
H: 1.660 -1.222 1.295  0.270
H: 2.182 0.455 -1.182  0.241
H: 3.498 0.098 0.031  0.227
H: 2.062 1.361 1.733  0.227
H: 0.875 1.823 0.476  0.237



# 10
Density functional theory data (wB97M-V/def2-TZVPD) for an isolated ion of composition C4H11N4 and charge +1 in a non-equilibrium geometry.

Values from the calculation:
E_LUMO (Eh): -0.1731
HOMO (eV): -14.1
Structure (SMILES): NCNC1=[NH+]CCN1
Charge: +1
Gap between HOMO and LUMO (eV): 9.40
ΔE to the lowest compared entry with this formula, charge and spin (kJ/mol): 225.8

Last column: natural (NBO) charge in e.
Element x y z (Å)
N: -0.164 1.334 1.612  -0.849
C: -0.556 0.030 2.142  -0.037
N: -0.026 -1.017 1.276  -0.712
C: 0.282 -0.809 -0.023  0.815
N: 1.410 -0.198 -0.501  -0.614
C: 0.898 0.583 -1.682  -0.241
C: -0.307 -0.248 -2.151  -0.241
N: -0.565 -1.153 -0.964  -0.483
H: 0.389 1.831 2.299  0.390
H: -1.008 1.887 1.524  0.374
H: -1.638 -0.018 2.176  0.178
H: -0.227 -0.118 3.156  0.209
H: 0.077 -1.943 1.663  0.441
H: 2.056 -0.869 -0.916  0.425
H: 1.580 0.646 -2.508  0.237
H: 0.584 1.519 -1.256  0.229
H: -1.225 0.297 -2.256  0.229
H: -0.082 -0.816 -3.036  0.229
H: -1.475 -0.939 -0.557  0.418



Number 1: E -12882.8556 eV. Number 2: E -12882.7723 eV. Number 3: E -12883.2357 eV. Number 4: E -12881.4631 eV. Number 5: E -19028.0552 eV. Number 6: E -19022.7298 eV. Number 7: E -21678.4751 eV. Number 8: E -32512.4001 eV. Number 9: E -19626.5716 eV. Number 10: E -10278.8492 eV.